The following is a quantum chemistry calculation of a cluster of 2 separate species, C11H17N3 in total, from the OMol25 dataset.

HOMO: -7.70 eV
SMILES string: C=Cn1cc(N)cn1.C=C=CCCC
2S+1: 1
Total charge: 0

CARTESIAN COORDINATES (ANGSTROEM)
C 1.591 2.158 -2.168
H -0.639 -2.181 -3.021
H 1.602 -0.982 0.351
H -0.855 -0.367 3.619
H -2.808 -0.113 2.495
H -0.723 -1.623 2.598
N 0.517 -0.511 -2.687
H 0.700 3.571 1.124
N 1.267 -0.157 -1.589
C -1.949 0.128 1.961
C -0.072 1.817 0.325
H 0.452 -3.271 0.582
H -1.668 -1.019 0.244
H -0.389 -3.891 -0.857
H 2.711 1.129 -0.738
H -1.706 1.135 2.107
N -0.038 -3.171 -0.265
C -0.780 0.943 -0.251
H -0.709 0.826 -1.382
H 0.889 2.055 -2.957
C -0.060 -1.644 -2.281
H 1.623 2.051 1.513
H 0.254 -0.100 2.332
C 0.729 2.528 1.112
C -0.750 -0.528 2.627
C -1.889 -0.025 0.457
H -2.785 0.194 -0.069
H 1.991 3.134 -2.117
C 1.887 1.109 -1.430
C 1.249 -1.106 -0.638
C 0.359 -2.087 -0.997

Partial charges, natural (NBO), in e: -0.4142 0.2049 0.2139 0.2030 0.2090 0.1888 -0.2597 0.2127 -0.2025 -0.4153 0.0886 0.3931 0.2120 0.3935 0.2101 0.2102 -0.8225 -0.2914 0.2539 0.2105 -0.0882 0.2007 0.1993 -0.5264 -0.5920 -0.3875 0.2109 0.2102 0.0062 -0.0939 0.0619

***

The following is a quantum chemistry calculation of a cluster of 2 separate species, C3H8NO in total, from the OMol25 dataset.

HOMO: -13.70 eV
2S+1: 1
Total charge: +1

CARTESIAN COORDINATES (ANGSTROEM)
H 0.048 -0.191 -0.499
C -0.915 0.975 0.990
N 0.240 -0.515 -1.608
H 2.222 -0.698 -1.581
H 1.000 0.802 1.415
C -1.250 -0.304 1.270
O 0.375 1.094 0.700
H -2.204 -0.673 0.954
C 1.290 -1.230 -1.230
H 1.108 -2.263 -1.379
H -0.431 -0.964 1.536
H 0.409 0.375 -2.084
H -1.587 1.822 1.107

Partial charges, natural (NBO), in e: 0.4864 0.1283 -0.6904 0.2201 0.5167 -0.4717 -0.7400 0.2388 0.2161 0.2563 0.1888 0.4169 0.2337

***

Question: Among the records above, which one has the highest HOMO?
Answer: C11H17N3